Formula: C44H36BiBrCl2N9O6
Source: OMol25
Level of theory: the ωB97M-V functional and the def2-TZVPD basis

Results
Energy above the lowest of the compared OMol25 structures with the same formula, charge and spin in kcal/mol: 14.43
Total charge: +1
Orbital gap in eV: 8.23

Element x y z (Å)
1 Bi -1.4308 0.2811 -1.8330
2 O 0.7196 0.9215 -0.7311
3 C 1.3506 2.1013 -1.2956
4 C 0.5064 2.6190 -2.4966
5 O 0.9441 3.5169 -3.1695
6 O -0.6700 2.0713 -2.7130
7 C 1.3578 3.1625 -0.2002
8 C 2.3582 3.1408 0.7666
9 C 2.3010 3.9991 1.8543
10 C 1.2436 4.8896 1.9822
11 C 0.2489 4.9240 1.0147
12 C 0.3052 4.0632 -0.0731
13 C 2.7444 1.7212 -1.7739
14 C 3.1585 0.3958 -1.8089
15 C 4.4338 0.0724 -2.2552
16 C 5.3060 1.0700 -2.6595
17 C 4.8976 2.3963 -2.6153
18 C 3.6238 2.7223 -2.1798
19 H 0.5520 1.0667 0.2364
20 H 3.1888 2.4536 0.6616
21 H 3.0861 3.9769 2.5991
22 H 1.2081 5.5720 2.8222
23 H -0.5634 5.6353 1.0938
24 H -0.4659 4.1182 -0.8331
25 H 2.4827 -0.3888 -1.5015
26 H 4.7441 -0.9645 -2.2835
27 H 6.2997 0.8185 -3.0068
28 H 5.5724 3.1820 -2.9274
29 H 3.3064 3.7558 -2.1575
30 C 0.6112 -4.4314 1.1371
31 N 0.0032 -3.6478 0.0659
32 C -0.0353 -2.3278 -0.0583
33 N -0.6626 -2.0088 -1.1793
34 C -0.9941 -3.2191 -1.7133
35 N -0.6086 -4.2346 -0.9828
36 C -0.3811 -4.8881 2.1763
37 C -0.6894 -6.2322 2.3188
38 C -1.6246 -6.6391 3.2642
39 C -2.2545 -5.7064 4.0674
40 C -1.9366 -4.3555 3.9345
41 C -1.0015 -3.9516 2.9927
42 C -2.6086 -3.3750 4.7835
43 N -3.6275 -3.5430 5.5497
44 N -3.8832 -2.3108 6.1388
45 C -2.9956 -1.4994 5.6833
46 O -2.1411 -2.1029 4.8158
47 C -2.8078 -0.0788 5.9646
48 C -3.6886 0.5993 6.7986
49 C -3.4712 1.9436 7.0619
50 C -2.3926 2.6077 6.4939
51 C -1.5152 1.9288 5.6552
52 C -0.3341 2.6488 5.0407
53 N 0.2039 1.9070 3.9129
54 C -0.3510 1.7543 2.7107
55 N 0.3285 0.8686 2.0036
56 C 1.3402 0.5261 2.8509
57 N 1.2851 1.1092 4.0242
58 C -1.7226 0.5845 5.4029
59 H 1.3802 -3.7999 1.5835
60 H 1.1035 -5.2772 0.6631
61 H 0.3901 -1.6384 0.6551
62 H -1.5293 -3.3361 -2.6407
63 H -0.2081 -6.9656 1.6838
64 H -1.8657 -7.6882 3.3668
65 H -2.9876 -6.0056 4.8040
66 H -0.7656 -2.8974 2.8961
67 H -4.5287 0.0733 7.2308
68 H -4.1507 2.4803 7.7098
69 H -2.2389 3.6602 6.7022
70 H 0.4794 2.7740 5.7534
71 H -0.6258 3.6382 4.6855
72 H -1.2415 2.2839 2.4126
73 H 2.1250 -0.1685 2.5976
74 H -1.0365 0.0315 4.7757
75 Br 4.2503 2.7343 -6.1238
76 C 3.3279 1.0893 -6.1316
77 C 3.6763 0.1252 -7.0656
78 C 2.9493 -1.0537 -7.1423
79 C 1.8656 -1.2581 -6.3066
80 C 1.5561 -0.2985 -5.3481
81 C 2.2904 0.8793 -5.2380
82 C 0.3826 -0.4934 -4.4689
83 O -0.6800 -0.9129 -5.1505
84 O 0.4053 -0.3044 -3.2597
85 H 4.5022 0.3057 -7.7396
86 H 3.2190 -1.8024 -7.8745
87 H 1.2688 -2.1563 -6.3909
88 H 2.0341 1.6388 -4.5111
89 Cl -3.7687 2.4529 -4.1880
90 C -4.8904 1.4906 -3.2418
91 Cl -4.4709 1.5198 -1.5005
92 H -4.8239 0.4573 -3.5592
93 H -5.8904 1.8961 -3.3310
94 C -2.8356 -1.6509 -5.6958
95 C -2.0136 -0.9913 -4.6341
96 N -2.4151 -0.5813 -3.5351
97 H -2.5583 -2.7041 -5.7723
98 H -2.6481 -1.1894 -6.6641
99 H -3.8870 -1.5770 -5.4369

Here are the Löwdin charges for atoms 1 to 8, given in e: 1.83, -0.20, -0.30, -0.58, 0.13, -0.27, -0.15, -0.02

***

Formula: C44H36BrClF4N9O3V
Source: OMol25
Level of theory: the ωB97M-V functional and the def2-TZVPD basis

Results
Energy above the lowest of the compared OMol25 structures with the same formula, charge and spin in kcal/mol: 43.02
Total charge: +1
Orbital gap (spin up / spin down) in eV: 5.45 / 6.33
Multiplicity: 4

Element x y z (Å)
1 V -0.5902 0.4341 -0.8462
2 O -6.2615 -0.8785 -2.0591
3 C -5.3871 -0.5260 -3.0576
4 C -5.8989 -0.4822 -4.3447
5 C -5.0842 -0.1140 -5.3997
6 C -3.7500 0.2072 -5.1802
7 C -3.2456 0.1645 -3.8925
8 C -4.0572 -0.1866 -2.8157
9 C -3.5229 -0.2578 -1.4108
10 O -2.1116 0.0922 -1.3913
11 N -4.2046 0.6326 -0.5213
12 N -3.5289 1.0529 0.5767
13 C -4.0833 1.9332 1.3051
14 C -3.4091 2.5099 2.4702
15 Br -1.5375 2.2063 2.5693
16 C -3.9722 3.2740 3.4019
17 C -5.4143 3.5781 3.5190
18 C -5.7949 4.8679 3.8902
19 C -7.1336 5.2003 4.0105
20 C -8.1097 4.2386 3.7815
21 C -7.7423 2.9440 3.4421
22 C -6.4003 2.6129 3.3170
23 H -5.8054 -1.2506 -1.2967
24 H -6.9349 -0.7541 -4.4968
25 H -5.4907 -0.0898 -6.4020
26 H -3.1103 0.4894 -6.0054
27 H -2.2095 0.4141 -3.7183
28 H -3.5419 -1.2879 -1.0435
29 H -4.9754 1.1763 -0.8881
30 H -5.0734 2.3303 1.0781
31 H -3.3225 3.7421 4.1330
32 H -5.0341 5.6175 4.0744
33 H -7.4160 6.2076 4.2875
34 H -9.1559 4.4953 3.8837
35 H -8.4998 2.1859 3.2909
36 H -6.1178 1.5898 3.0977
37 F 1.3373 -3.2548 -6.5428
38 C 0.2299 -3.4338 -5.8234
39 C -0.7999 -4.1439 -6.3974
40 F -0.6017 -4.6226 -7.6204
41 C -2.0315 -4.3638 -5.7456
42 C -2.1094 -3.8361 -4.4462
43 C -1.0696 -3.1392 -3.8844
44 F -1.2312 -2.6778 -2.6218
45 C 0.1284 -2.8867 -4.5439
46 C 1.1668 -2.0505 -3.9346
47 C 0.8465 -1.1888 -2.9530
48 N 0.5486 -0.4320 -2.0995
49 C 2.5484 -2.0182 -4.3203
50 N 3.6768 -1.9776 -4.5413
51 F -3.2092 -4.0045 -3.7124
52 C -3.1303 -5.0369 -6.3701
53 C -4.3523 -5.3147 -5.6909
54 N -5.3609 -5.5590 -5.1902
55 C -3.1149 -5.4375 -7.7353
56 N -3.1621 -5.7406 -8.8461
57 C 4.7124 -1.5981 1.3693
58 C 5.3710 -0.4034 0.6675
59 C 6.8256 -0.7759 0.3527
60 C 4.6512 -0.2057 -0.6806
61 C 5.3465 0.9141 1.5299
62 O 5.5568 2.0455 0.6855
63 C 6.4368 1.0129 2.6279
64 C 6.5231 0.0277 3.8098
65 C 5.3629 0.0912 4.7812
66 C 4.5953 -1.0312 5.0696
67 C 3.4891 -0.9570 5.9093
68 C 3.1541 0.2580 6.4766
69 Cl 1.7619 0.3714 7.5088
70 C 3.9267 1.3853 6.2439
71 C 5.0248 1.2917 5.4037
72 C 4.0017 1.2125 2.2056
73 N 2.8581 1.4181 1.2996
74 C 1.8534 0.5911 1.1212
75 N 1.0380 1.0820 0.1858
76 C 1.6377 2.2803 -0.1549
77 N 2.7271 2.5192 0.5116
78 H 4.8818 -2.4994 0.7771
79 H 3.6304 -1.4819 1.4557
80 H 5.1049 -1.7856 2.3645
81 H 6.8429 -1.6135 -0.3457
82 H 7.3822 -1.0777 1.2414
83 H 7.3667 0.0457 -0.1255
84 H 4.8794 -1.0487 -1.3353
85 H 4.9630 0.7065 -1.1843
86 H 3.5641 -0.1800 -0.5764
87 H 6.4748 2.0454 0.3923
88 H 6.3463 2.0273 3.0235
89 H 7.3971 0.9909 2.1089
90 H 7.4403 0.2755 4.3491
91 H 6.6576 -0.9962 3.4647
92 H 4.8580 -1.9887 4.6351
93 H 2.8977 -1.8361 6.1276
94 H 3.6704 2.3219 6.7208
95 H 5.6249 2.1783 5.2284
96 H 4.0948 2.1169 2.8005
97 H 3.7077 0.3973 2.8593
98 H 1.7344 -0.3421 1.6449
99 H 1.2440 2.9638 -0.8896

Here are the Löwdin charges for atoms 1 to 8, given in e: 1.10, 0.07, -0.26, 0.01, -0.06, -0.07, -0.03, -0.11

***

Formula: C44H36Cl2CsN4O2S4
Source: OMol25
Level of theory: the ωB97M-V functional and the def2-TZVPD basis

Results
Energy above the lowest of the compared OMol25 structures with the same formula, charge and spin in kcal/mol: 77.04
Total charge: -1
Orbital gap in eV: 2.77

Element x y z (Å)
1 Cs -0.0055 0.2905 -3.2654
2 O 1.6982 1.4488 -5.2140
3 C 1.1323 0.4914 -5.7648
4 O -0.1075 0.2823 -5.7108
5 C 1.9842 -0.5162 -6.4865
6 C 3.1985 -0.1239 -7.0194
7 C 4.0339 -1.0269 -7.6545
8 C 3.6400 -2.3552 -7.7487
9 C 2.4357 -2.7663 -7.2181
10 C 1.5809 -1.8575 -6.5782
11 S 0.0919 -2.4124 -5.9298
12 H 3.4706 0.9174 -6.9189
13 H 4.9746 -0.7046 -8.0805
14 H 4.2788 -3.0808 -8.2391
15 H 2.1264 -3.8018 -7.2948
16 N 1.3319 -0.5160 -1.2387
17 S 1.7106 -0.1524 0.0986
18 N 0.5766 0.3832 1.1966
19 S -0.6006 -0.4056 1.7893
20 N -1.9910 -0.3060 1.1211
21 S -2.2558 0.8410 -0.0674
22 N -1.5733 0.7308 -1.3292
23 C -1.9907 2.3785 0.8626
24 C -1.2547 3.3901 0.2803
25 C -0.9417 4.5178 1.0194
26 C -1.3566 4.6120 2.3388
27 C -2.0965 3.5919 2.9148
28 C -2.4188 2.4688 2.1731
29 C -4.0619 0.6694 -0.0324
30 C -4.8991 1.7665 0.0307
31 C -6.2727 1.5772 0.0490
32 C -6.7976 0.2968 0.0000
33 C -5.9530 -0.7985 -0.0687
34 C -4.5831 -0.6096 -0.0928
35 C -0.7057 0.2130 3.4512
36 C -1.7515 -0.2012 4.2879
37 C -1.8553 0.3245 5.5556
38 C -0.9316 1.2652 6.0103
39 C 0.1024 1.6822 5.1672
40 C 0.2187 1.1601 3.9008
41 C -0.3055 -2.1719 1.9016
42 C -0.0208 -2.7901 3.1137
43 C 0.1507 -4.1617 3.1409
44 C 0.0528 -4.8999 1.9706
45 C -0.2176 -4.2677 0.7600
46 C -0.4136 -2.9020 0.7264
47 C 2.4987 -1.4857 1.0542
48 C 2.7193 -1.3643 2.4136
49 C 3.2440 -2.4332 3.1159
50 C 3.5437 -3.6155 2.4524
51 C 3.3217 -3.7314 1.0880
52 C 2.7942 -2.6632 0.3861
53 C 2.7995 1.2618 0.4891
54 C 4.1253 1.0920 0.8422
55 C 4.8574 2.1814 1.2908
56 C 4.2628 3.4288 1.3895
57 C 2.9393 3.5954 1.0116
58 C 2.2119 2.5115 0.5540
59 H -0.9502 3.2726 -0.7493
60 H -0.3772 5.3173 0.5626
61 H -1.1045 5.4843 2.9225
62 H -2.4226 3.6679 3.9407
63 H -3.0037 1.6689 2.5978
64 H -4.4866 2.7654 0.0666
65 H -6.9336 2.4307 0.0938
66 H -7.8682 0.1514 0.0104
67 H -6.3568 -1.7993 -0.1135
68 H -3.8996 -1.4427 -0.1444
69 H -2.4610 -0.9228 3.9113
70 H -2.6610 0.0076 6.2037
71 H -1.0124 1.6686 7.0084
72 H 0.8094 2.4257 5.5078
73 H 0.9929 1.4844 3.2229
74 H 0.0678 -2.1990 4.0136
75 H 0.3702 -4.6555 4.0777
76 H 0.1925 -5.9697 1.9991
77 H -0.2647 -4.8411 -0.1546
78 H -0.6241 -2.3814 -0.1956
79 H 2.4624 -0.4406 2.9111
80 H 3.4162 -2.3508 4.1813
81 H 3.9566 -4.4476 3.0013
82 H 3.5572 -4.6509 0.5718
83 H 2.5915 -2.7113 -0.6721
84 H 4.5862 0.1167 0.7804
85 H 5.8941 2.0536 1.5690
86 H 4.8277 4.2677 1.7702
87 H 2.4710 4.5667 1.0796
88 H 1.1743 2.6138 0.2798
89 Cl -3.8560 2.1551 -6.1009
90 C -3.0599 0.6330 -5.7546
91 Cl -3.2746 0.2057 -4.0673
92 H -1.9904 0.7430 -5.9430
93 H -3.5085 -0.1367 -6.3831

Here are the Löwdin charges for atoms 1 to 8, given in e: 1.42, -0.15, -0.87, -0.49, -0.18, -0.06, -0.14, -0.14

***

Formula: C44H36ClN5O12
Source: OMol25
Level of theory: the ωB97M-V functional and the def2-TZVPD basis

Results
Orbital gap in eV: 6.73

Element x y z (Å)
1 O -3.8722 1.6839 -2.4482
2 C -2.8121 1.0468 -2.9501
3 C -1.2804 1.7085 -3.0662
4 C -0.5050 1.4089 -4.3367
5 C 1.0234 1.9774 -4.5038
6 C 2.1624 0.7565 -4.4078
7 C 1.7515 -0.1873 -3.1108
8 C 1.5885 0.5728 -1.6418
9 C 1.1295 -0.2961 -0.3033
10 C 0.8739 -1.9151 -0.4539
11 C 1.0675 -2.7243 -1.8797
12 C 1.4999 -1.8362 -3.2166
13 C -1.2924 0.4715 -5.4766
14 O -1.2602 0.7431 -6.7954
15 C -2.1653 -0.7972 -4.8238
16 C -2.9162 -0.5164 -3.5349
17 Cl -3.9030 -1.8085 -2.6189
18 H -0.7844 2.3437 -2.1909
19 H 1.1800 2.6554 -5.4506
20 H 1.2323 2.6615 -3.5515
21 H 2.0479 0.1358 -5.4007
22 H 3.2224 1.2519 -4.3189
23 H 1.7861 1.7473 -1.5638
24 H 0.9807 0.2447 0.7294
25 H 0.5764 -2.5011 0.5145
26 H 0.8866 -3.8926 -1.9211
27 H 1.6389 -2.4075 -4.2306
28 H -2.1642 -1.8582 -5.3180
29 C -3.9953 2.4420 0.6944
30 C -4.0024 3.3808 1.7273
31 C -4.2862 2.9808 3.0346
32 C -4.5583 1.6313 3.2981
33 C -4.5595 0.6881 2.2618
34 C -4.2770 1.1005 0.9581
35 N -4.8324 1.2003 4.6742
36 O -4.8409 2.0678 5.5602
37 O -5.0353 -0.0063 4.8718
38 H -3.7679 2.7577 -0.3223
39 H -3.7834 4.4248 1.5137
40 H -4.2878 3.7246 3.8284
41 H -4.7738 -0.3616 2.4514
42 H -4.2724 0.3754 0.1472
43 C -3.6455 -7.7812 0.1291
44 C -2.3583 -8.2653 -0.1092
45 C -1.5018 -7.5802 -0.9732
46 C -1.9452 -6.4035 -1.5925
47 C -3.2396 -5.9195 -1.3610
48 C -4.0881 -6.6148 -0.4971
49 N -1.0407 -5.6650 -2.4819
50 O 0.0899 -6.1357 -2.6761
51 O -1.4577 -4.6115 -2.9842
52 H -4.3078 -8.3157 0.8080
53 H -2.0211 -9.1758 0.3815
54 H -0.5016 -7.9704 -1.1484
55 H -3.5983 -5.0102 -1.8388
56 H -5.0937 -6.2455 -0.3086
57 C -2.5547 -0.7189 7.7979
58 C -2.4662 -1.4407 8.9892
59 C -2.0526 -2.7741 8.9705
60 C -1.7240 -3.3760 7.7480
61 C -1.8193 -2.6560 6.5497
62 C -2.2369 -1.3240 6.5807
63 N -1.2640 -4.7697 7.7244
64 O -1.2113 -5.3788 8.8033
65 O -0.9510 -5.2561 6.6282
66 H -2.8723 0.3222 7.8181
67 H -2.7170 -0.9626 9.9337
68 H -1.9887 -3.3230 9.9075
69 H -1.5721 -3.1122 5.5934
70 H -2.3112 -0.7556 5.6562
71 C 1.4445 8.7097 -2.1837
72 C 1.5329 7.9879 -0.9924
73 C 1.9466 6.6545 -1.0112
74 C 2.2752 6.0525 -2.2337
75 C 2.1799 6.7726 -3.4320
76 C 1.7622 8.1046 -3.4009
77 N 2.7351 4.6589 -2.2572
78 O 2.7879 4.0498 -1.1784
79 O 3.0482 4.1725 -3.3534
80 H 1.1268 9.7508 -2.1635
81 H 1.2821 8.4660 -0.0479
82 H 2.0104 6.1056 -0.0742
83 H 2.4270 6.3164 -4.3883
84 H 1.6880 8.6730 -4.3254
85 C 6.4886 2.0235 -1.8636
86 C 5.5614 1.8193 -0.8405
87 C 5.7069 0.7375 0.0302
88 C 6.7922 -0.1348 -0.1307
89 C 7.7203 0.0635 -1.1617
90 C 7.5627 1.1472 -2.0279
91 N 6.9649 -1.2591 0.7970
92 O 6.1122 -1.4118 1.6843
93 O 7.9551 -1.9883 0.6426
94 H 6.3741 2.8716 -2.5365
95 H 4.7261 2.5057 -0.7197
96 H 4.9758 0.5921 0.8225
97 H 8.5645 -0.6086 -1.3010
98 H 8.2795 1.3114 -2.8295

Here are the Löwdin charges for atoms 1 to 8, given in e: -0.05, -0.21, 0.06, -0.08, -0.16, -0.16, -0.14, -0.03